[1]
The following is a DFT calculation (wB97M-V/def2-TZVPD) of a structure of composition C34H31BCrNO6 in a non-equilibrium geometry.

The geometry in XYZ format:
```
74
Properties=species:S:1:pos:R:3:lowdin_charge:R:1
C -4.401 1.128 -1.780 0.019
C -3.490 0.062 -2.121 -0.273
C -3.605 -1.302 -2.256 0.039
C -2.341 -1.817 -2.633 0.066
C -1.502 -0.697 -2.785 -0.286
B -2.094 0.248 2.231 -0.629
O -2.242 1.477 1.643 0.140
C -2.027 2.496 2.689 -0.053
C -1.745 1.792 4.011 -0.020
N -2.118 0.349 3.753 -0.142
C -3.451 0.071 4.349 0.065
C -1.125 -0.703 4.176 -0.024
C -1.063 -1.668 2.991 -0.054
O -1.562 -0.941 1.805 0.144
O -2.254 0.433 -2.519 0.071
H -5.418 0.734 -1.671 0.110
H -4.141 1.623 -0.828 0.098
H -4.408 1.868 -2.593 0.114
H -4.512 -1.894 -2.192 0.135
H -2.078 -2.848 -2.868 0.143
H -1.181 3.114 2.368 0.133
H -2.926 3.123 2.769 0.148
H -0.691 1.837 4.300 0.146
H -2.370 2.163 4.822 0.149
H -3.343 -0.001 5.435 0.130
H -4.134 0.898 4.091 0.137
H -3.826 -0.878 3.958 0.130
H -0.164 -0.207 4.359 0.146
H -1.477 -1.187 5.092 0.152
H -0.034 -1.989 2.783 0.106
H -1.704 -2.543 3.171 0.149
O 7.155 -1.462 -0.025 0.224
C 6.032 -1.706 0.165 -0.028
Cr 4.186 -1.861 0.624 0.249
C 4.021 -0.120 -0.079 -0.076
O 4.061 1.002 -0.397 0.177
C 4.724 -0.908 2.175 -0.074
O 5.151 -0.229 3.019 0.199
C 4.108 -4.008 1.060 -0.058
C 4.083 -3.786 -0.326 -0.079
C 3.125 -2.923 -0.875 -0.067
C 2.094 -2.385 -0.068 -0.220
C 1.037 -1.601 -0.620 0.116
C 0.368 -0.796 -1.269 0.067
C 0.055 0.465 -1.823 -0.107
C 0.136 1.593 -0.930 -0.140
C 0.768 1.458 0.334 -0.025
C 1.431 2.547 0.886 -0.074
C 1.291 3.810 0.312 -0.033
C 0.361 3.997 -0.727 -0.030
C -0.250 2.897 -1.321 -0.009
C 0.130 0.671 -3.253 -0.073
C -0.424 -0.585 -3.800 -0.179
C -0.986 -0.565 -5.175 0.068
C -0.726 0.516 -5.957 -0.017
C -0.171 1.698 -5.409 0.059
C 0.231 1.775 -4.067 0.028
C 2.293 -2.411 1.331 -0.112
C 3.233 -3.301 1.895 -0.086
H 4.826 -4.704 1.502 0.160
H 4.814 -4.268 -0.972 0.158
H 3.126 -2.713 -1.943 0.157
H 0.779 0.474 0.798 0.101
H 2.061 2.400 1.766 0.119
H 1.885 4.653 0.684 0.130
H 0.141 5.001 -1.090 0.126
H -1.029 3.030 -2.088 0.137
H 0.236 -1.450 -3.642 0.191
H -1.531 -1.476 -5.478 0.153
H -0.937 0.456 -7.030 0.137
H -0.057 2.578 -6.043 0.140
H 0.646 2.692 -3.653 0.129
H 1.666 -1.789 1.977 0.117
H 3.286 -3.403 2.984 0.156
```

Output
E_LUMO (alpha / beta): -9.211 / -10.005 eV
maximum force: 5.44 eV Å⁻¹
Kohn-Sham gap (alpha / beta): 5.670 / 5.355 eV
spin multiplicity: 3
E_tot: -78604.696 eV
net charge: +3


[2]
The following is a DFT calculation (wB97M-V/def2-TZVPD) of a structure of composition C34H31KN4O6PS in a non-equilibrium geometry.

The geometry in XYZ format:
```
78
Properties=species:S:1:pos:R:3:lowdin_charge:R:1
K 1.320 1.878 -0.331 0.841
O 3.803 0.859 5.063 0.089
C 2.556 0.459 5.197 -0.528
O 2.160 -0.167 6.158 0.057
C 1.631 0.802 4.078 -0.078
C 0.286 0.542 4.123 -0.020
N -0.231 0.976 2.968 0.028
N 0.699 1.488 2.129 0.051
C 1.843 1.396 2.809 -0.155
C 3.145 1.884 2.186 -0.595
O 4.084 2.069 3.006 0.023
O 3.162 2.036 0.958 -0.153
H 3.916 1.387 4.185 0.001
H -0.307 0.085 4.898 0.133
H -1.187 0.865 2.657 0.113
O -0.120 1.669 -2.085 -0.311
N -0.556 2.463 -3.034 -0.206
C -0.865 1.917 -4.238 -0.035
C -1.334 2.663 -5.281 -0.074
C -1.497 4.040 -5.082 -0.087
C -1.177 4.582 -3.868 -0.115
C -0.678 3.820 -2.779 -0.607
S -0.249 4.482 -1.263 0.911
H -0.705 0.850 -4.272 0.134
H -1.559 2.179 -6.221 0.098
H -1.869 4.674 -5.878 0.107
H -1.287 5.641 -3.682 0.118
C -2.337 3.883 -0.401 -0.160
C -2.828 2.689 -1.215 -0.312
C -2.948 3.071 -2.688 -0.084
C -1.886 1.513 -1.043 -0.301
C -2.235 0.268 -1.867 -0.060
O -2.141 -0.830 -0.924 -0.051
C -1.929 -0.256 0.280 -0.423
N -1.856 1.007 0.356 0.210
C -1.739 -1.204 1.410 -0.201
C -2.617 -1.174 2.486 -0.038
C -2.424 -2.045 3.553 -0.073
C -1.352 -2.944 3.521 -0.069
C -0.485 -2.943 2.433 -0.064
C -0.671 -2.051 1.381 -0.299
P 0.386 -1.889 -0.100 1.172
C 2.084 -1.577 0.453 -0.393
C 2.619 -1.480 1.733 -0.065
C 3.962 -1.142 1.902 -0.066
C 4.763 -0.874 0.797 -0.068
C 4.222 -0.949 -0.485 -0.072
C 2.893 -1.303 -0.636 -0.156
C 0.454 -3.641 -0.685 -0.335
C 1.606 -4.419 -0.709 -0.085
C 1.568 -5.731 -1.176 -0.093
C 0.378 -6.280 -1.626 -0.106
C -0.778 -5.505 -1.614 -0.095
C -0.738 -4.199 -1.154 -0.096
H -3.035 4.718 -0.473 0.089
H -1.361 4.221 -0.771 -0.367
H -2.224 3.625 0.652 0.089
H -3.807 2.379 -0.833 0.128
H -1.959 3.269 -3.113 -0.041
H -3.540 3.981 -2.803 0.101
H -3.421 2.295 -3.292 0.090
H -0.866 1.856 -1.278 -0.123
H -1.542 0.072 -2.679 0.100
H -3.257 0.287 -2.247 0.122
H -3.434 -0.464 2.483 0.120
H -3.098 -2.022 4.400 0.101
H -1.189 -3.631 4.341 0.102
H 0.342 -3.642 2.401 0.113
H 2.003 -1.639 2.608 0.101
H 4.366 -1.040 2.902 0.112
H 5.789 -0.561 0.940 0.108
H 4.826 -0.719 -1.353 0.104
H 2.446 -1.369 -1.625 0.103
H 2.543 -4.007 -0.353 0.098
H 2.475 -6.322 -1.183 0.098
H 0.347 -7.301 -1.985 0.094
H -1.714 -5.920 -1.969 0.098
H -1.644 -3.599 -1.152 0.102
```

Output
E_LUMO (alpha / beta): 2.164 / 2.159 eV
maximum force: 13.60 eV Å⁻¹
Kohn-Sham gap (alpha / beta): 5.241 / 5.314 eV
E_tot: -90448.053 eV
net charge: -1


[3]
The following is a DFT calculation (wB97M-V/def2-TZVPD) of a structure of composition C34H32AsI2N3NiO2SSe.

The geometry in XYZ format:
```
77
Properties=species:S:1:pos:R:3:lowdin_charge:R:1
Ni -0.763 2.242 -0.359 0.075
S -2.215 3.217 0.949 0.714
C -3.290 2.020 1.660 -0.662
C -4.327 2.433 2.504 -0.119
C -5.146 1.498 3.111 -0.086
C -4.947 0.134 2.912 -0.093
C -3.924 -0.283 2.078 -0.112
C -3.123 0.655 1.435 -0.392
As -1.640 0.231 0.297 1.366
C -0.757 -1.090 1.395 -0.346
C -0.932 -2.451 1.191 -0.103
C -0.361 -3.361 2.070 -0.088
C 0.388 -2.912 3.148 -0.088
C 0.562 -1.549 3.351 -0.084
C -0.010 -0.638 2.476 -0.103
C -2.317 -0.809 -1.182 -0.345
C -3.639 -1.235 -1.259 -0.092
C -4.056 -1.995 -2.344 -0.082
C -3.157 -2.330 -3.347 -0.082
C -1.839 -1.901 -3.270 -0.085
C -1.414 -1.139 -2.191 -0.134
H -4.474 3.490 2.685 0.100
H -5.942 1.836 3.763 0.103
H -5.578 -0.591 3.409 0.099
H -3.737 -1.342 1.933 0.105
H -1.523 -2.802 0.354 0.101
H -0.501 -4.424 1.913 0.103
H 0.831 -3.624 3.833 0.105
H 1.141 -1.194 4.195 0.109
H 0.123 0.427 2.636 0.103
H -4.348 -0.966 -0.487 0.093
H -5.087 -2.320 -2.406 0.103
H -3.487 -2.918 -4.194 0.102
H -1.135 -2.146 -4.056 0.101
H -0.386 -0.796 -2.135 0.028
I 1.860 0.195 -4.274 0.933
C 1.599 2.149 -3.623 -0.628
C 2.184 3.201 -4.352 -0.228
C 2.049 4.505 -3.963 -0.677
I 2.974 5.997 -5.095 0.900
C 1.285 4.825 -2.811 -0.204
C 1.057 6.121 -2.300 -0.031
C 0.285 6.286 -1.186 -0.029
C -0.293 5.166 -0.569 -0.119
N -0.098 3.948 -1.017 0.034
C 0.696 3.758 -2.108 -0.123
C 0.870 2.385 -2.471 -0.411
O 0.336 1.474 -1.710 -0.224
H 2.757 2.960 -5.236 0.075
H 1.497 6.974 -2.799 0.064
H 0.098 7.268 -0.775 0.109
H -0.930 5.275 0.299 0.057
C 3.961 -2.703 1.685 -0.035
N 3.066 -3.522 0.895 -0.124
C 2.794 -4.861 1.096 -0.057
C 1.906 -5.231 0.152 -0.061
N 1.636 -4.111 -0.611 -0.127
C 0.761 -4.048 -1.765 -0.035
C 2.347 -3.051 -0.153 -0.737
Se 2.334 -1.360 -0.853 0.639
H 4.492 -3.345 2.384 0.093
H 3.392 -1.951 2.231 0.065
H 4.667 -2.196 1.030 0.084
H 3.261 -5.427 1.881 0.120
H 1.447 -6.182 -0.048 0.120
H 0.327 -5.033 -1.923 0.095
H 1.329 -3.743 -2.643 0.090
H -0.025 -3.312 -1.601 0.055
C 3.322 0.971 2.136 -0.102
C 2.491 2.220 1.924 -0.301
O 1.787 2.211 0.687 -0.113
H 2.698 0.079 2.060 0.020
H 4.105 0.894 1.378 0.080
H 3.796 0.991 3.119 0.081
H 3.134 3.105 1.946 0.111
H 1.753 2.336 2.725 0.105
H 2.001 1.411 0.189 0.027
```

Output
E_LUMO: 0.065 eV
maximum force: 0.17 eV Å⁻¹
Kohn-Sham gap: 7.255 eV
E_tot: -238609.012 eV


- The lowest E_tot belongs to which entry?
  C34H32AsI2N3NiO2SSe


- Among the records above, which one has the highest maximum force?
  C34H31KN4O6PS


- Which of these has the lowest E_tot?
  C34H32AsI2N3NiO2SSe


- The highest maximum force belongs to which entry?
  C34H31KN4O6PS